1.
Formula: C20H22N4O3S
Source: the Open Molecules 2025 dataset
Level of theory: ωB97M-V/def2-TZVPD

Properties
Frontier orbital gap = 0.333 Eh
LUMO = 0.468 eV
Energy relative to the best compared isomer or geometry (same formula, charge and spin) = 329.0 kJ/mol
F_max = 1.19 eV/A

```
50
Properties=species:S:1:pos:R:3:forces:R:3:nbo_charge:R:1
C 2.011213 -0.198607 4.769590 0.0 0.0 -0.1 -0.64
C 2.548055 -0.088626 3.387810 0.2 0.0 -0.4 0.16
N 1.867769 -0.506461 2.340771 -0.5 -0.2 0.5 -0.30
N 2.616452 -0.243223 1.255909 0.6 0.4 0.5 -0.19
C 3.802943 0.330079 1.606630 0.2 0.0 0.3 0.19
C 3.787310 0.439942 2.977443 -0.1 0.0 -0.3 -0.34
H 4.559904 0.839853 3.602263 0.2 0.1 0.1 0.22
C 4.903723 0.668756 0.667695 0.0 0.1 -0.1 -0.65
H 4.963139 -0.054144 -0.143901 0.1 0.0 -0.1 0.23
H 4.768680 1.664104 0.243472 0.0 0.0 -0.1 0.23
H 5.845540 0.665536 1.212449 0.0 0.0 0.0 0.23
C 2.091527 -0.556654 0.002138 -0.4 -0.3 -0.7 0.16
C 1.194813 -1.621931 -0.082242 0.1 0.0 0.1 -0.17
C 0.561003 -1.906215 -1.272128 0.2 0.1 -0.2 -0.19
C 0.836311 -1.149447 -2.408064 0.5 -0.1 0.1 -0.16
C 1.785504 -0.136804 -2.340672 -0.2 -0.3 -0.1 -0.18
C 2.393102 0.177556 -1.140149 0.0 0.0 0.3 -0.21
H 3.058413 1.021570 -1.092565 0.1 0.1 0.0 0.22
H 2.007558 0.438750 -3.226672 0.0 0.1 -0.1 0.23
C 0.091754 -1.386497 -3.675818 -0.1 -0.1 0.0 0.68
O 0.611077 -1.700996 -4.723381 0.2 0.0 -0.1 -0.58
N -1.275305 -1.259306 -3.597174 -0.2 -0.2 -0.5 -0.64
C -2.072455 -0.779756 -2.561054 -0.4 0.3 0.5 0.24
C -1.604524 0.137567 -1.621015 0.0 0.1 -0.1 -0.25
C -2.414690 0.522252 -0.576195 0.2 0.1 0.3 -0.31
C -3.718150 0.081353 -0.459051 -0.2 0.0 0.0 -0.20
C -4.210182 -0.777777 -1.429895 0.0 0.1 0.1 -0.20
C -3.396211 -1.212848 -2.461574 0.3 0.0 -0.1 -0.24
H -3.784888 -1.900554 -3.198846 0.0 -0.1 -0.1 0.21
H -5.230629 -1.125163 -1.376239 -0.1 0.0 0.0 0.22
H -4.319360 0.413035 0.370625 -0.1 0.0 0.1 0.24
S -1.694467 1.605432 0.660132 -0.4 -0.2 0.2 2.30
O -0.277576 1.686095 0.421071 0.0 -0.3 0.0 -0.95
O -2.429521 2.835223 0.709211 -0.2 0.0 0.1 -0.94
N -2.049766 0.753158 2.071104 -0.1 0.5 -1.1 -0.66
C -1.843444 1.560695 3.254803 0.0 0.4 0.1 -0.43
H -2.289280 2.534393 3.066633 0.0 0.1 0.2 0.24
H -0.778421 1.685364 3.480420 0.0 0.0 0.1 0.19
H -2.340568 1.085783 4.100745 0.0 0.0 0.0 0.21
C -1.366132 -0.522524 2.113478 0.3 -0.3 0.0 -0.46
H -0.282615 -0.408918 2.240793 -0.2 -0.1 0.0 0.24
H -1.772395 -1.106693 2.939126 -0.1 0.0 0.0 0.20
H -1.561532 -1.043856 1.178466 0.0 -0.2 0.0 0.21
H -0.618313 0.563445 -1.668085 0.1 0.0 0.0 0.26
H -1.763599 -1.575318 -4.427634 0.2 0.1 0.1 0.41
H -0.152522 -2.715766 -1.324042 -0.1 -0.1 0.0 0.22
H 0.987120 -2.194872 0.807093 0.0 0.0 0.1 0.23
H 1.881935 0.792504 5.203239 0.0 0.0 0.1 0.22
H 1.051626 -0.707684 4.751400 -0.1 0.0 0.1 0.23
H 2.702433 -0.755606 5.400525 0.0 0.0 0.1 0.22
```
Forces are in eV/Å.


2.
Formula: C20H22N7OPS3Tc
Source: the Open Molecules 2025 dataset
Level of theory: ωB97M-V/def2-TZVPD

Properties
Frontier orbital gap (alpha / beta) = 0.255 / 0.246 Eh
LUMO (alpha / beta) = -1.152 / -1.506 eV
Energy relative to the best compared isomer or geometry (same formula, charge and spin) = 0.0 kJ/mol
Spin multiplicity = 2
F_max = 0.98 eV/A

```
55
Properties=species:S:1:pos:R:3:forces:R:3:mulliken_spin:R:1
Tc 0.089809 0.085666 -0.072851 -0.1 -0.7 0.7 -0.04
O -2.079869 -0.851939 3.217604 -0.2 -0.1 0.5 0.02
C -1.688078 -0.606181 2.105513 0.6 0.4 -0.6 0.00
N -0.455337 -0.054970 1.785709 -0.5 -0.2 -0.1 0.01
C 0.478856 0.219458 2.860656 -0.1 0.0 -0.2 0.01
C 1.779116 0.687164 2.271331 -0.1 0.0 -0.1 -0.03
C 2.831715 1.056177 3.095092 0.0 0.0 0.1 0.01
C 4.016080 1.479187 2.536704 0.2 0.1 0.0 -0.01
C 4.122739 1.530642 1.153174 0.0 0.0 0.0 -0.01
C 3.041402 1.146403 0.396467 -0.1 0.0 0.0 -0.02
N 1.883114 0.726152 0.931280 0.0 0.1 -0.1 0.06
C -2.523646 -0.877763 0.873234 0.4 0.2 0.1 0.02
C -3.790458 -1.399329 0.981551 -0.2 -0.1 0.0 0.00
C -4.521652 -1.609620 -0.178064 -0.1 -0.1 0.1 0.00
C -3.955834 -1.274410 -1.393538 0.0 0.0 -0.1 0.00
C -2.673018 -0.754993 -1.416343 0.0 0.0 0.1 0.01
N -1.958647 -0.569530 -0.307724 0.1 0.1 -0.1 -0.01
H 0.647486 -0.672620 3.466738 0.0 -0.1 0.0 0.00
H 0.084338 0.982116 3.535256 0.0 0.1 0.0 0.00
H 2.701044 1.003429 4.168951 0.0 0.0 0.0 0.00
H 4.847298 1.768415 3.168551 0.0 0.0 0.0 0.00
H 5.030137 1.855295 0.663234 0.0 0.0 0.0 0.00
H 3.090225 1.164067 -0.683635 0.0 0.0 0.1 0.00
H -4.168085 -1.624078 1.970089 0.0 0.0 0.0 0.00
H -5.520262 -2.026144 -0.132300 0.0 0.0 0.0 0.00
H -4.488868 -1.407978 -2.325272 0.0 0.0 0.0 0.00
H -2.200084 -0.473298 -2.341272 0.0 0.0 0.0 0.00
S 2.366823 -4.522187 -0.024388 0.0 -0.3 -0.1 0.56
C 1.972977 -2.901378 -0.055016 -0.4 0.0 0.1 -0.04
S 3.360845 -2.112839 0.427262 0.2 0.3 0.1 0.48
S 0.409566 -2.318965 -0.439037 0.1 0.3 -0.1 -0.01
C 0.999262 1.182974 -5.337158 0.1 0.0 0.2 0.00
N 2.042430 1.653411 -4.419994 -0.1 -0.1 0.0 0.00
C 3.171319 0.723642 -4.488453 -0.1 0.0 0.1 0.00
N 2.813807 -0.669741 -4.225300 -0.1 -0.1 0.1 0.00
C 1.740863 -1.067505 -5.137992 0.0 0.1 0.1 0.00
N 0.564936 -0.195335 -5.086713 0.0 0.1 0.1 0.00
C -0.121546 -0.297420 -3.791653 0.2 0.0 -0.1 0.00
P 0.961013 0.168889 -2.366005 0.0 0.1 0.1 -0.01
C 1.528564 1.788574 -3.050394 0.1 -0.1 -0.3 0.00
C 2.419321 -0.869663 -2.825946 0.0 0.2 -0.2 0.00
H 1.395717 1.230367 -6.351354 0.0 0.0 -0.1 0.00
H 0.138722 1.849010 -5.268907 0.0 0.0 0.0 0.00
H 3.931563 1.036799 -3.771284 0.0 0.0 0.0 0.00
H 3.597774 0.781693 -5.490298 0.0 0.0 -0.1 0.00
H 1.439950 -2.090174 -4.909220 0.0 0.0 0.0 0.00
H 2.131405 -1.039800 -6.154997 0.0 0.0 -0.1 0.00
H -0.483560 -1.316817 -3.640445 0.0 -0.1 0.0 0.00
H -0.983840 0.371749 -3.797034 -0.1 0.1 0.0 0.00
H 2.289902 2.230000 -2.405561 0.1 0.0 0.0 0.00
H 0.678695 2.468070 -3.026891 0.0 0.1 -0.1 0.00
H 2.153628 -1.911351 -2.655249 0.0 -0.1 -0.1 0.00
H 3.254364 -0.649899 -2.162460 0.1 0.0 0.0 0.00
N -0.717880 3.062636 -0.971496 0.1 -0.4 0.2 0.01
C -0.425057 1.986147 -0.645173 -0.1 0.4 -0.4 -0.01
```
Forces are in eV/Å.